Model a:
This record from the Open Molecules 2025 dataset describes a 3-piece molecular cluster, C5H9NO2 overall. The level of theory is ωB97M-V with the def2-TZVPD basis set.

Geometry as XYZ:
```
17
Properties=species:S:1:pos:R:3:nbo_charge:R:1
C 1.2598 -0.4949 -1.3711 -0.29
C 1.2497 -0.3292 -0.0842 -0.14
C 2.4283 -0.5327 0.8135 -0.64
C -0.0238 -0.1909 0.4835 0.32
N -0.9442 -0.2135 1.1645 -0.37
H 2.1880 -0.6846 -1.9237 0.20
H 0.3826 -0.2754 -1.9523 0.21
H 3.1595 -1.2805 0.4620 0.23
H 2.8179 0.4124 1.1913 0.24
H 2.0585 -0.8524 1.8094 0.23
C -3.2886 -0.8755 -0.3382 0.28
O -4.0473 -0.0426 -0.7658 -0.52
H -3.6755 -1.4806 0.5313 0.11
H -2.4061 -1.2261 -0.8924 0.11
O -0.1406 2.4107 0.1954 -0.98
H -1.0002 2.2193 0.7124 0.50
H -0.0177 3.4366 -0.0356 0.49
```

As for the net charge: 0. Its gap between HOMO and LUMO is 10.35 eV. The structure (SMILES) is C=C(C)C#N.C=O.O. The calculation puts the molar mass at 115.132 g mol⁻¹.

---

Model b:
This record from the Open Molecules 2025 dataset describes a single C5H9NO2 molecule. The level of theory is ωB97M-V with the def2-TZVPD basis set.

Geometry as XYZ:
```
17
Properties=species:S:1:pos:R:3:nbo_charge:R:1
C 0.4077 -1.8087 -0.6242 -0.43
N 0.0090 -0.7140 0.2162 -0.51
C -0.8592 0.1504 -0.1449 0.58
C -1.7050 0.1232 -1.3933 -0.70
O -1.0098 1.2526 0.5836 -0.55
C 0.0868 1.6587 1.5456 0.83
C 1.5869 0.8245 1.2270 -0.67
O -0.2161 2.2960 2.4875 -0.51
H 0.2851 -1.6639 -1.7053 0.18
H 1.4534 -2.0453 -0.4144 0.20
H -0.1920 -2.6842 -0.3462 0.20
H -2.4021 -0.7149 -1.3530 0.23
H -2.2647 1.0497 -1.4735 0.24
H -1.0885 0.0097 -2.2795 0.23
H 1.9434 1.3958 0.3780 0.22
H 2.1081 1.0952 2.1382 0.21
H 1.8571 -0.2248 1.1583 0.25
```

As for the net charge: 0. Its gap between HOMO and LUMO is 9.83 eV. The structure (SMILES) is C/N=C(\C)OC(C)=O. The calculation puts the molar mass at 115.132 g mol⁻¹.

---

Most stable pick: model b. Distance to second place: 65.9 kJ/mol.

---

Model a:
This record from the Open Molecules 2025 dataset describes a 2-piece molecular cluster, C5H9NO2 overall. The level of theory is ωB97M-V with the def2-TZVPD basis set.

Geometry as XYZ:
```
17
Properties=species:S:1:pos:R:3:nbo_charge:R:1
C 0.5183 -0.2727 -0.0423 -0.32
C 0.6858 -1.7893 0.0519 -0.59
C 1.0392 0.2488 -1.3829 -0.60
C -0.9576 0.0904 0.0654 0.72
C -1.2436 2.3416 0.2625 0.45
N -1.3440 0.5661 1.3983 -0.86
O -1.8090 -0.3959 -0.6566 -0.57
O -0.6499 3.2027 0.7197 -0.53
H 1.0732 0.2104 0.7687 0.20
H -2.3331 0.5190 1.6136 0.41
H -0.6610 0.6357 2.1386 0.40
H 1.7280 -2.0645 -0.0863 0.21
H 2.0804 -0.0370 -1.5232 0.21
H 0.0960 -2.2709 -0.7231 0.23
H 0.3524 -2.1642 1.0163 0.21
H 0.4379 -0.1561 -2.1948 0.22
H 0.9871 1.3360 -1.4259 0.21
```

As for the net charge: 0. Its gap between HOMO and LUMO is 10.31 eV. The calculation puts the molar mass at 115.132 g mol⁻¹.

---

Model b:
This record from the Open Molecules 2025 dataset describes C5H9NO2 as an isolated structure. The level of theory is ωB97M-V with the def2-TZVPD basis set.

Geometry as XYZ:
```
17
Properties=species:S:1:pos:R:3:nbo_charge:R:1
C 1.2363 -0.4451 1.3594 -0.24
C 0.8551 0.4208 -1.1342 -0.70
C 0.7420 -1.7357 1.2625 -0.59
H 2.2835 -0.2205 1.2220 0.20
H 0.6025 0.3532 1.7210 0.20
H -0.1076 -1.9882 1.8849 0.24
H -0.3106 -1.6903 0.1186 0.36
H 1.3301 1.1955 -0.5360 0.22
H 1.4705 -0.4445 -1.3695 0.23
H 0.6288 0.9225 -2.0786 0.25
H 1.4717 -2.5414 1.2422 0.23
C -1.5673 1.3230 -0.8691 0.73
O -2.4140 1.3850 0.1648 -0.66
C -0.7468 0.0648 -0.8451 0.17
O -1.3964 2.2225 -1.6513 -0.58
N -1.1938 -1.0563 -0.6238 -0.55
H -2.8839 2.2347 0.1321 0.50
```

As for the net charge: 0. Its gap between HOMO and LUMO is 8.65 eV. The calculation puts the molar mass at 115.132 g mol⁻¹.

---

Most stable pick: model a. Distance to second place: 252.8 kJ/mol.

---

Model a:
This record from the Open Molecules 2025 dataset describes a single C5H9NO2 molecule. The level of theory is ωB97M-V with the def2-TZVPD basis set.

Geometry as XYZ:
```
17
Properties=species:S:1:pos:R:3:nbo_charge:R:1
O 1.1207 -2.6611 1.2992 -0.57
C 0.4002 -1.7045 1.3485 0.78
O 0.1962 -0.9474 2.4425 -0.69
C -0.1200 -0.8168 0.1602 -0.17
C 0.8442 -0.2918 -0.8096 -0.42
C 0.1384 0.8952 -1.3473 -0.41
C -0.5617 1.4869 -0.1645 -0.22
N -0.8593 0.3423 0.6466 -0.64
H -0.4247 -0.2585 2.0760 0.49
H -0.7866 -1.4812 -0.3363 0.20
H 1.7745 -0.0463 -0.3391 0.21
H 1.1723 -0.9709 -1.5655 0.24
H -0.5960 0.5492 -2.0947 0.20
H 0.7899 1.6145 -1.8719 0.22
H 0.2074 2.0833 0.4161 0.19
H -1.4572 2.0612 -0.4202 0.21
H -1.8382 0.1460 0.5600 0.38
```

As for the net charge: 0. Its gap between HOMO and LUMO is 10.26 eV. The structure (SMILES) is O=C(O)[C@@H]1CCCN1. The calculation puts the molar mass at 115.132 g mol⁻¹.

---

Model b:
This record from the Open Molecules 2025 dataset describes a single C5H9NO2 molecule. The level of theory is ωB97M-V with the def2-TZVPD basis set.

Geometry as XYZ:
```
17
Properties=species:S:1:pos:R:3:nbo_charge:R:1
N -2.5970 -0.0796 -0.3294 -0.83
C -1.3790 -0.3730 0.4819 -0.01
C -0.0384 -1.0099 0.0991 0.02
O 0.8844 -1.1330 -0.9625 -0.50
C 1.9461 -0.2466 -0.3911 -0.10
C 1.2519 0.7078 0.6836 -0.43
C -0.1617 0.4990 0.2573 0.13
O -0.2341 1.0706 -0.9741 -0.71
H -3.2484 -0.8202 -0.2172 0.37
H -2.3446 0.0217 -1.3199 0.38
H -1.6317 -0.6293 1.4995 0.22
H 0.3413 -1.4312 1.0293 0.16
H 2.3050 0.3756 -1.2141 0.20
H 2.7554 -0.8870 0.0133 0.19
H 1.6265 1.7260 0.5232 0.22
H 1.4355 0.4596 1.7520 0.21
H -0.9112 1.7496 -0.9309 0.48
```

As for the net charge: 0. Its gap between HOMO and LUMO is 9.27 eV. The structure (SMILES) is N[C@H]1[C@H]2OCC[C@@]21O. The calculation puts the molar mass at 115.132 g mol⁻¹.

---

Most stable pick: model a. Distance to second place: 399.0 kJ/mol.

---

Model a:
This record from the Open Molecules 2025 dataset describes a 2-piece molecular cluster, C5H9NO2 overall. The level of theory is ωB97M-V with the def2-TZVPD basis set.

Geometry as XYZ:
```
17
Properties=species:S:1:pos:R:3:nbo_charge:R:1
C 1.5727 -2.1891 0.8957 -0.55
C 0.4919 -1.6991 0.3397 0.35
C -0.0984 -2.2769 -0.9916 -0.69
O -0.3012 -0.7327 0.8701 -0.67
H 1.9594 -1.6428 1.7314 0.21
H 1.9609 -3.0554 0.5123 0.20
H 0.3579 -1.7246 -1.7790 0.24
H -1.2549 -2.1487 -0.9215 0.19
H 0.1317 -3.3596 -0.8658 0.24
H -0.9299 -0.6195 0.1261 0.48
C -1.0370 3.3550 0.5441 -0.42
N -0.6066 2.2926 -0.3668 -0.55
C 0.3081 1.8322 -0.9475 0.85
O 1.0801 1.2057 -1.5125 -0.53
H -2.0690 3.2763 0.8869 0.21
H -0.5561 3.1431 1.4656 0.22
H -1.0094 4.3433 0.0127 0.22
```

As for the net charge: 0. Its gap between HOMO and LUMO is 9.34 eV. The structure (SMILES) is C=C(C)O.CN=C=O. The calculation puts the molar mass at 115.132 g mol⁻¹.

---

Model b:
This record from the Open Molecules 2025 dataset describes a 2-piece molecular cluster, C5H9NO2 overall. The level of theory is ωB97M-V with the def2-TZVPD basis set.

Geometry as XYZ:
```
17
Properties=species:S:1:pos:R:3:nbo_charge:R:1
C -1.4017 0.7206 -0.3063 0.45
C 1.4740 -0.8002 -0.5499 -0.67
N -1.9649 -0.4357 -0.1454 -0.67
C 0.9911 0.1053 0.5437 -0.21
C -1.3924 -1.5059 1.1947 0.40
C 1.4873 1.3066 0.8037 -0.40
O -1.0238 1.2441 -1.4844 -0.66
O -2.1980 -1.7508 1.9911 -0.55
H -0.8192 0.5483 -2.1250 0.49
H -2.0281 -1.0263 -0.9726 0.37
H -1.5351 1.4831 0.4539 0.19
H 0.2843 -0.4265 1.2643 0.22
H 0.7114 -1.5588 -0.7587 0.22
H 1.7044 -0.2462 -1.4632 0.21
H 2.3684 -1.3382 -0.2315 0.23
H 1.1451 1.8957 1.6414 0.20
H 2.1970 1.7851 0.1442 0.19
```

As for the net charge: 0. Its gap between HOMO and LUMO is 9.08 eV. The calculation puts the molar mass at 115.132 g mol⁻¹.

---

Most stable pick: model a. Distance to second place: 132.8 kJ/mol.

---

Model a:
This record from the Open Molecules 2025 dataset describes BCsH4 as an isolated structure. The level of theory is ωB97M-V with the def2-TZVPD basis set.

Geometry as XYZ:
```
6
Properties=species:S:1:pos:R:3:mulliken_charge:R:1
Cs 2.6274 -0.2049 1.1390 0.89
B -0.5267 0.0389 -0.2350 0.25
H 0.1868 -0.7653 -0.3266 -0.40
H -0.9607 0.2845 -1.1918 -0.21
H -1.3073 -0.2560 0.4491 -0.19
H -0.0194 0.9029 0.1654 -0.34
```

As for the net charge: 0. Its gap between HOMO and LUMO is 7.42 eV. The calculation puts the molar mass at 147.749 g mol⁻¹.

---

Model b:
This record from the Open Molecules 2025 dataset describes BCsH4 as an isolated structure. The level of theory is ωB97M-V with the def2-TZVPD basis set.

Geometry as XYZ:
```
6
Properties=species:S:1:pos:R:3:mulliken_charge:R:1
Cs -0.4918 -0.9156 2.4751 0.90
B 0.0961 0.2071 -0.5161 0.07
H 0.9837 0.7649 0.0960 -0.20
H 0.1031 -0.9643 -0.1884 -0.35
H -0.9633 0.6841 -0.1620 -0.23
H 0.2722 0.2239 -1.7046 -0.20
```

As for the net charge: 0. Its gap between HOMO and LUMO is 7.89 eV. The calculation puts the molar mass at 147.749 g mol⁻¹.

---

Most stable pick: model b. Distance to second place: 132.3 kJ/mol.

---

Model a:
This record from the Open Molecules 2025 dataset describes C7H9N as an isolated structure. The level of theory is ωB97M-V with the def2-TZVPD basis set.

Geometry as XYZ:
```
17
Properties=species:S:1:pos:R:3:nbo_charge:R:1
C 0.4100 0.1014 1.7021 -0.47
C 1.2233 0.6186 -0.8301 -0.12
C 0.8258 -0.8898 -0.8486 -0.16
C -0.3997 -1.5262 -0.8637 -0.27
C -1.4406 -0.7740 -0.4883 -0.22
C -1.2683 0.6012 -0.3186 -0.20
C -0.0571 1.3137 -0.4631 -0.16
H 1.2888 -0.3050 2.6277 0.21
H -0.0609 -0.7833 1.1309 0.21
H -0.4931 0.8545 2.1422 0.21
H 2.3537 1.0503 -1.1841 0.26
H 1.6291 -1.3950 -1.3748 0.20
H -0.5162 -2.5030 -0.8583 0.21
H -2.4313 -1.1755 -0.3409 0.22
H -2.1043 1.3751 -0.0679 0.23
H -0.0357 2.4256 -0.5938 0.23
N 1.0764 1.0116 0.6292 -0.40
```

As for the net charge: 0. Its gap between HOMO and LUMO is 8.36 eV. The calculation puts the molar mass at 107.156 g mol⁻¹.

---

Model b:
This record from the Open Molecules 2025 dataset describes a single C7H9N molecule. The level of theory is ωB97M-V with the def2-TZVPD basis set.

Geometry as XYZ:
```
17
Properties=species:S:1:pos:R:3:nbo_charge:R:1
C 2.2521 -0.2779 -1.0303 -0.30
N -1.6155 -1.8735 -0.0309 -0.81
C -1.0141 -0.5045 -0.2270 -0.13
C 1.4568 0.7496 -0.6914 -0.08
C 0.5837 1.7467 -0.6929 -0.13
C 0.7185 1.1180 0.6619 -0.28
C -0.3668 0.1638 0.9763 -0.30
C -1.6918 0.6030 0.3850 -0.15
H 2.6576 -0.8127 -0.1860 0.21
H 2.3614 -0.5305 -2.0775 0.21
H -2.2015 -1.5525 0.7399 0.34
H -0.5599 -0.4686 -1.2116 0.22
H -0.9308 -2.5220 0.3478 0.35
H -0.1696 2.4698 -0.9714 0.26
H 1.3838 1.5700 1.3908 0.20
H -0.1826 -0.5338 1.7943 0.21
H -2.6813 0.6551 0.8232 0.20
```

As for the net charge: 0. Its gap between HOMO and LUMO is 4.81 eV. The calculation puts the molar mass at 107.156 g mol⁻¹.

---

Most stable pick: model a. Distance to second place: 295.8 kJ/mol.

---

Model a:
This record from the Open Molecules 2025 dataset describes a 3-piece molecular cluster, C7H9N overall. The level of theory is ωB97M-V with the def2-TZVPD basis set.

Geometry as XYZ:
```
17
Properties=species:S:1:pos:R:3:nbo_charge:R:1
C 0.4176 2.3571 0.1913 -0.68
C -0.0217 0.9745 0.0114 0.05
C -0.8209 0.0450 -0.0617 -0.06
C -2.2135 -0.3311 -0.3619 -0.66
H -0.4503 3.0222 0.1469 0.23
H 0.9447 2.4797 1.1370 0.24
H 1.1023 2.6549 -0.6011 0.25
H -2.2479 -1.0154 -1.2135 0.23
H -2.8103 0.5499 -0.5995 0.23
H -2.6771 -0.8256 0.4954 0.22
C -0.0848 -2.0709 0.5555 -0.18
C 1.0275 -2.4907 0.2702 -0.31
H -1.0674 -2.1941 0.9423 0.24
H 1.8431 -3.1420 0.0665 0.26
C 2.2259 0.0884 -0.3140 0.06
N 3.1080 0.7740 -0.5972 -0.37
H 1.7249 -0.8758 -0.0675 0.23
```

As for the net charge: 0. Its gap between HOMO and LUMO is 9.73 eV. The structure (SMILES) is CC#CC.C#C.C#N. The calculation puts the molar mass at 107.156 g mol⁻¹.

---

Model b:
This record from the Open Molecules 2025 dataset describes a single C7H9N molecule. The level of theory is ωB97M-V with the def2-TZVPD basis set.

Geometry as XYZ:
```
17
Properties=species:S:1:pos:R:3:nbo_charge:R:1
C -1.2147 -0.1952 -0.9975 -0.14
C -1.6471 0.4061 0.0582 -0.23
C -0.7446 0.7606 1.1507 -0.13
N 0.5475 1.3412 0.8344 -0.62
C 0.6267 0.0610 1.2197 -0.05
C 0.6407 -0.9523 0.1170 -0.26
C 1.3081 -1.0359 -1.2857 -0.36
C 0.2114 -0.1856 -1.1049 -0.34
H -1.8074 -0.3558 -1.8810 0.21
H -2.6499 0.5557 0.0633 0.21
H -1.1146 0.9026 2.1214 0.21
H 1.0649 2.0153 1.4486 0.38
H 1.0869 -0.0913 2.1527 0.20
H -0.3565 -1.5137 0.3646 0.23
H 1.1090 -2.0101 -1.7078 0.22
H 2.3274 -0.4816 -1.4840 0.23
H 0.6124 0.7790 -1.0699 0.25
```

As for the net charge: 0. Its gap between HOMO and LUMO is 9.68 eV. The structure (SMILES) is C1=C[C@@H]2N[C@@H]2[C@@H]2C[C@@H]12. The calculation puts the molar mass at 107.156 g mol⁻¹.

---

Model c:
This record from the Open Molecules 2025 dataset describes C7H9N as an isolated structure. The level of theory is ωB97M-V with the def2-TZVPD basis set.

Geometry as XYZ:
```
17
Properties=species:S:1:pos:R:3:nbo_charge:R:1
C -0.6262 -0.6644 -0.0614 0.08
C -1.5377 -1.5175 -0.8893 -0.64
C -0.0775 -1.2770 1.1816 -0.66
C -0.1995 0.5481 -0.5300 -0.28
C 0.8851 2.7343 0.3926 -0.31
C 1.8211 0.6042 -0.4867 0.23
C 0.6990 1.4575 0.1822 -0.09
N 2.8598 0.2052 -0.7922 -0.33
H -0.6533 0.9620 -1.4289 0.23
H -1.1390 -2.5269 -0.9726 0.22
H -1.6898 -1.1225 -1.8941 0.22
H -2.5177 -1.5863 -0.4051 0.22
H 0.4157 -0.5418 1.8188 0.22
H 0.6933 -2.0164 0.9394 0.23
H -0.8600 -1.7726 1.7396 0.22
H 1.8823 3.1454 0.5382 0.22
H 0.0445 3.3686 0.6678 0.21
```

As for the net charge: 0. Its gap between HOMO and LUMO is 8.93 eV. The calculation puts the molar mass at 107.156 g mol⁻¹.

---

Most stable pick: model c. Distance to second place: 247.5 kJ/mol.

---

Model a:
This record from the Open Molecules 2025 dataset describes a single C7H9N molecule. The level of theory is ωB97M-V with the def2-TZVPD basis set.

Geometry as XYZ:
```
17
Properties=species:S:1:pos:R:3:nbo_charge:R:1
C -1.2498 -0.6742 1.6834 -0.24
C -0.0014 -0.8657 1.0362 -0.18
C 0.1777 0.0972 -0.0413 -0.19
C -1.1056 0.9615 0.1351 -0.16
C -1.8707 0.5733 1.1635 -0.24
C 0.2113 -0.3705 -1.5168 -0.18
N 1.7078 -0.3406 -1.5805 -0.66
C 1.6878 0.5485 -0.3506 -0.16
H -1.5315 -1.3425 2.5409 0.22
H 0.7917 -1.6419 1.2159 0.22
H -1.1400 1.7491 -0.6076 0.21
H -2.8260 1.0060 1.5406 0.23
H -0.5364 -1.2050 -1.7023 0.21
H -0.0966 0.6299 -2.0232 0.15
H 2.0751 -0.1741 -2.5112 0.37
H 1.7653 1.5570 -0.5543 0.19
H 2.4488 0.1843 0.5079 0.20
```

As for the net charge: 0. Its gap between HOMO and LUMO is 9.06 eV. The structure (SMILES) is C1=CC2(C=C1)CNC2. The calculation puts the molar mass at 107.156 g mol⁻¹.

---

Model b:
This record from the Open Molecules 2025 dataset describes C7H9N as an isolated structure. The level of theory is ωB97M-V with the def2-TZVPD basis set.

Geometry as XYZ:
```
17
Properties=species:S:1:pos:R:3:nbo_charge:R:1
C -0.3980 2.3312 -0.3758 -0.65
C 0.2952 1.1159 0.1978 0.10
C 1.3339 0.7584 1.2120 -0.29
C 1.6690 -0.5925 1.2933 -0.31
C 0.7094 -1.2131 0.2678 0.11
C -0.2615 -2.1905 -0.5386 -0.40
C -1.1433 -0.9434 -0.7843 -0.19
H 0.2817 3.2675 -0.1703 0.24
H -0.6400 2.0898 -1.5327 0.22
H -1.4513 2.4715 0.0864 0.22
H 1.8099 1.4736 1.7672 0.21
H 2.2780 -1.3991 2.0878 0.25
H 0.0853 -2.5816 -1.5258 0.21
H -0.6219 -2.9649 -0.0591 0.20
H -2.1221 -0.9942 0.0935 0.19
H -1.7383 -0.4803 -1.9029 0.22
N -0.0859 -0.1482 -0.1165 -0.34
```

As for the net charge: 0. Its gap between HOMO and LUMO is 8.18 eV. The calculation puts the molar mass at 107.156 g mol⁻¹.

---

Most stable pick: model a. Distance to second place: 182.8 kJ/mol.